The following is a DFT calculation (ωB97M-V with the def2-TZVPD basis set) of an isolated molecule of CH2FPSi in a non-equilibrium geometry.

Computed properties:
- highest occupied orbital energy (eV) = -9.00
- E_tot (Ha) = -769.91325
- HOMO-LUMO gap (Eh) = 0.3190
- SMILES = FC1=P[SiH2]1
- E_LUMO (eV) = -0.315

Geometry as ORCA input:
```
! RIJCOSX wB97M-V def2-TZVPD def2/J DEFGRID3
* xyz 0 1
P 1.1954 -1.3992 -0.0336
Si -0.8202 -0.2595 -0.0397
F 1.7689 1.4273 -0.0906
C 0.9950 0.3397 0.1811
H -1.6805 -0.3448 1.1653
H -1.4585 0.2365 -1.1824
*
```

***

The following is a DFT calculation (ωB97M-V with the def2-TZVPD basis set) of a cluster of 5 separate species, CH12O4S2 in total in a non-equilibrium geometry.

Computed properties:
- highest occupied orbital energy (spin up / spin down) (eV) = -14.97 / -14.96
- E_tot (Ha) = -1142.27833
- <S²> = 0.7551
- HOMO-LUMO gap (spin up / spin down) (Eh) = 0.3799 / 0.2366
- E_LUMO (spin up / spin down) (eV) = -4.631 / -8.524

Geometry as ORCA input:
```
! RIJCOSX wB97M-V def2-TZVPD def2/J DEFGRID3
* xyz 1 2
S 2.4491 -1.3466 -0.6882
S 1.9741 -0.0467 -2.1796
O -0.4448 0.6443 2.5003
O -1.1607 -0.7966 -1.3827
O -0.6536 -2.4554 1.4177
O -1.4767 1.2755 0.0373
C 1.4511 1.4875 -1.3809
H 2.2654 2.1041 -1.0308
H -1.2230 -0.0018 -0.9933
H 0.1044 1.1904 3.1555
H 1.1667 2.0652 -2.2823
H -1.5929 -2.4689 1.6630
H -0.5388 1.3222 0.3627
H -1.6562 -0.9066 -2.1966
H 1.3423 -1.6050 -0.0654
H -1.9658 0.7761 0.7040
H 0.6451 1.4006 -0.5827
H -0.7625 -2.4797 0.4692
H 0.0770 -0.1586 2.4730
*
```

***

The following is a DFT calculation (ωB97M-V with the def2-TZVPD basis set) of a structure of composition C13H8FeN6O4.

Computed properties:
- highest occupied orbital energy (spin up / spin down) (eV) = -13.61 / -13.61
- E_tot (Ha) = -2393.22078
- <S²> = 0.9071
- HOMO-LUMO gap (spin up / spin down) (Eh) = 0.3062 / 0.3197
- E_LUMO (spin up / spin down) (eV) = -5.277 / -4.907

Geometry as ORCA input:
```
! RIJCOSX wB97M-V def2-TZVPD def2/J DEFGRID3
* xyz 1 2
Fe -0.2650 -0.2659 0.1020
O -3.6319 -1.4727 -1.3729
O 0.4729 3.3967 1.1436
O 0.2162 1.1715 1.2019
O -1.7943 -1.2516 -0.0888
N -1.4360 1.0759 -0.5522
N 1.6456 0.0177 -0.5007
N 1.7791 -4.6527 0.3568
N 3.7204 0.5447 -0.6417
N 0.6034 -2.1425 0.4389
N 3.7241 -0.8039 -0.5758
C -0.0445 -3.2147 0.8836
C 0.5604 -4.4685 0.8388
C 2.4546 -1.0794 -0.4736
C 2.4206 -3.5839 -0.1020
C -0.0802 2.3938 0.7871
C 2.4936 1.0366 -0.5479
C -1.2270 2.3355 -0.1972
C -3.5541 1.6175 -1.4332
C -3.2843 2.9650 -1.1977
C -2.6023 0.6933 -1.0650
C 1.8331 -2.3333 -0.0726
C -2.7687 -0.8025 -0.9022
C -2.1195 3.3320 -0.5289
H -4.0178 3.7161 -1.4586
H 4.5903 1.0511 -0.7114
H -4.4926 1.2769 -1.8484
H 3.4199 -3.7139 -0.4980
H -1.0434 -3.0746 1.2645
H 2.2509 2.0877 -0.5523
H -1.9188 4.3492 -0.2223
H 0.0286 -5.3373 1.2050
*
```

***

The following is a DFT calculation (ωB97M-V with the def2-TZVPD basis set) of a structure of composition C9H17Li2O9P in a non-equilibrium geometry.

Computed properties:
- highest occupied orbital energy (eV) = 0.51
- E_tot (Ha) = -1387.00630
- HOMO-LUMO gap (Eh) = 0.1482
- E_LUMO (eV) = 4.543

Geometry as ORCA input:
```
! RIJCOSX wB97M-V def2-TZVPD def2/J DEFGRID3
* xyz -2 1
P -2.5981 0.8827 1.4492
O -1.4415 -2.5471 -1.2247
O 1.1745 -3.1914 2.1594
O -3.6771 1.9364 1.2126
O -1.9760 0.3890 0.1016
O -3.2477 -0.3739 2.1608
O 0.7801 1.8548 -0.0296
O 1.1376 -1.1884 1.1406
O -1.3485 1.2475 2.3670
O -0.6137 -1.8275 2.3658
C 0.1501 -2.2441 -2.8841
C 1.5241 3.7646 1.1449
C 0.5009 -1.9900 1.8988
C 0.6733 -3.3092 -1.9206
C 0.8034 4.1827 -0.1485
C -0.7940 -1.4992 -1.9324
C -0.0298 2.9426 -0.4348
C -0.6204 -3.7132 -1.2451
C 1.7614 2.2608 0.8999
Li -1.6721 -0.3581 3.2845
Li -0.2405 0.3899 1.0090
H 1.1162 -4.1774 -2.4221
H 2.4434 4.3262 1.3254
H -0.3269 2.8462 -1.4810
H 1.3575 -2.8943 -1.1801
H -1.5547 -0.8622 -2.3682
H 0.9683 -1.6557 -3.3076
H -0.5358 -4.1406 -0.2433
H -0.9725 2.9463 0.1258
H -0.3876 -2.7359 -3.7039
H 1.6073 1.7102 1.8304
H 0.8515 3.8924 1.9946
H -1.1657 -4.4620 -1.8524
H 1.9417 -3.0708 1.5945
H 1.5753 4.4363 -0.8898
H -0.1477 -0.9188 -1.2664
H 2.7576 2.0478 0.5015
H 0.2258 5.1034 -0.0319
*
```

***

Copy entry 2 word for word.
The following is a DFT calculation (ωB97M-V with the def2-TZVPD basis set) of a cluster of 5 separate species, CH12O4S2 in total in a non-equilibrium geometry.

Computed properties:
- highest occupied orbital energy (spin up / spin down) (eV) = -14.97 / -14.96
- E_tot (Ha) = -1142.27833
- <S²> = 0.7551
- HOMO-LUMO gap (spin up / spin down) (Eh) = 0.3799 / 0.2366
- E_LUMO (spin up / spin down) (eV) = -4.631 / -8.524

Geometry as ORCA input:
```
! RIJCOSX wB97M-V def2-TZVPD def2/J DEFGRID3
* xyz 1 2
S 2.4491 -1.3466 -0.6882
S 1.9741 -0.0467 -2.1796
O -0.4448 0.6443 2.5003
O -1.1607 -0.7966 -1.3827
O -0.6536 -2.4554 1.4177
O -1.4767 1.2755 0.0373
C 1.4511 1.4875 -1.3809
H 2.2654 2.1041 -1.0308
H -1.2230 -0.0018 -0.9933
H 0.1044 1.1904 3.1555
H 1.1667 2.0652 -2.2823
H -1.5929 -2.4689 1.6630
H -0.5388 1.3222 0.3627
H -1.6562 -0.9066 -2.1966
H 1.3423 -1.6050 -0.0654
H -1.9658 0.7761 0.7040
H 0.6451 1.4006 -0.5827
H -0.7625 -2.4797 0.4692
H 0.0770 -0.1586 2.4730
*
```

***

- What is the formula in the first record?
  CH2FPSi

***

- E_tot of number 4 (C9H17Li2O9P)?
  -1387.00630 Ha